71
Properties=species:S:1:pos:R:3 method="wB97M-V/def2-TZVPD" spin_multiplicity=1 lumo_energy_ev=-10.6 e_homo_ev=-15.164 total_charge=+3 energy_ev=-66887.00830 homo_lumo_gap_ev=4.5 relative_energy_kj_mol=121.9 max_force_ev_per_a=3.89
W 0.56 -1.96 0.39
O -2.28 -2.95 3.38
C -1.67 -2.71 2.25
O -0.41 -2.45 2.19
C -2.36 -2.68 0.99
C -3.71 -2.87 0.72
C -4.15 -2.79 -0.59
C -3.24 -2.59 -1.62
C -1.89 -2.41 -1.31
N -1.45 -2.41 -0.01
C -0.76 -2.21 -2.20
O -0.81 -2.00 -3.49
O 0.39 -2.25 -1.64
H -1.69 -2.99 4.15
H -4.39 -3.08 1.54
H -5.20 -2.90 -0.81
H -3.59 -2.59 -2.64
H -1.69 -1.98 -3.90
C 4.87 -2.46 1.09
C 3.43 -2.08 1.11
N 2.48 -2.80 0.50
N 2.86 -3.96 -0.16
C 1.94 -4.92 -0.38
N 2.26 -6.04 -1.00
S 0.37 -4.63 0.22
C 2.92 -0.96 1.84
C 3.71 0.02 2.47
C 3.11 1.05 3.17
C 1.72 1.08 3.28
C 0.99 0.10 2.64
N 1.55 -0.88 1.90
H 4.99 -3.51 1.37
H 5.44 -1.88 1.81
H 5.33 -2.31 0.11
H 3.83 -4.04 -0.48
H 3.19 -6.26 -1.33
H 1.56 -6.75 -1.15
H 4.79 -0.01 2.39
H 3.71 1.83 3.62
H 1.22 1.86 3.83
H -0.10 0.09 2.69
O 1.87 -0.43 -0.60
C 0.90 0.37 -0.65
N 0.81 1.61 -1.10
C -0.58 2.08 -0.98
C -1.29 0.77 -0.62
O -2.45 0.46 -0.66
N -0.29 -0.10 -0.18
C -0.71 3.02 0.23
C -1.41 2.64 1.37
C -1.57 3.53 2.42
C -1.01 4.80 2.35
C -0.29 5.17 1.22
C -0.14 4.29 0.16
C -1.11 2.83 -2.18
C -2.45 3.21 -2.17
C -2.95 4.05 -3.15
C -2.10 4.51 -4.16
C -0.77 4.10 -4.19
C -0.28 3.26 -3.22
H 1.56 2.16 -1.48
H -1.88 1.67 1.44
H -2.15 3.24 3.28
H -1.16 5.50 3.15
H 0.15 6.15 1.16
H 0.39 4.60 -0.72
H -3.10 2.86 -1.39
H -3.98 4.36 -3.13
H -2.48 5.18 -4.92
H -0.12 4.46 -4.97
H 0.76 2.96 -3.27